Entry 1:
{"formula": "C3H4FN", "method": "ωB97M-V/def2-TZVPD", "total_charge": 0, "e_lumo_ev": 0.82, "e_above_lowest_kcal_mol": 43.31, "largest_force_ev_per_a": 4.53, "elements": ["C", "C", "C", "N", "F", "H", "H", "H", "H"], "positions_angstrom": [[-0.509, 0.644, -0.720], [0.549, 0.214, 0.920], [-0.223, -0.689, -0.366], [-0.125, 1.320, 0.286], [0.571, -1.465, -1.273], [-0.920, 1.160, -1.489], [0.151, -0.006, 1.890], [1.619, 0.246, 0.884], [-1.112, -1.424, -0.131]]}

Entry 2:
{"formula": "C3H4FNO", "method": "ωB97M-V/def2-TZVPD", "total_charge": 0, "smiles": "[H]/N=C/CC(=O)F", "e_lumo_ev": 0.76, "e_above_lowest_kcal_mol": 9.22, "largest_force_ev_per_a": 2.23, "elements": ["C", "C", "C", "N", "O", "F", "H", "H", "H", "H"], "positions_angstrom": [[-0.967, 0.409, 0.075], [1.577, 0.179, 0.198], [0.232, -0.488, 0.055], [-2.049, -0.064, -0.362], [2.075, 1.250, 0.239], [2.481, -0.872, 0.112], [-0.889, 1.449, 0.303], [0.246, -1.408, 0.624], [0.170, -1.028, -0.919], [-2.877, 0.573, -0.325]]}

Entry 3:
{"formula": "C3H4FNO2", "method": "ωB97M-V/def2-TZVPD", "total_charge": 0, "smiles": "C=[N+]([O-])O.C#CF", "e_lumo_ev": 0.71, "e_above_lowest_kcal_mol": 163.44, "largest_force_ev_per_a": 6.92, "elements": ["C", "C", "C", "N", "O", "O", "F", "H", "H", "H", "H"], "positions_angstrom": [[1.150, -0.704, -1.814], [1.100, -1.442, -0.936], [-1.321, 0.349, 0.004], [-0.495, 1.001, 0.766], [0.135, 2.048, 0.679], [-0.210, 0.231, 1.954], [1.177, -2.160, 0.150], [1.176, -0.230, -2.678], [0.418, 0.858, 2.469], [-1.618, -0.646, 0.325], [-1.513, 0.694, -0.921]]}

Entry 4:
{"formula": "C3H4FNO2", "method": "ωB97M-V/def2-TZVPD", "total_charge": 0, "smiles": "F[C@@H]1OCC=NO1", "e_lumo_ev": 0.80, "e_above_lowest_kcal_mol": 64.91, "largest_force_ev_per_a": 3.10, "elements": ["C", "C", "C", "N", "O", "O", "F", "H", "H", "H", "H"], "positions_angstrom": [[1.017, 0.183, -0.510], [0.216, -0.874, 0.030], [0.447, 0.026, 2.142], [1.749, 0.833, 0.258], [-0.454, -0.309, 1.158], [1.606, 0.496, 1.631], [0.748, -1.063, 3.007], [1.230, 0.477, -1.571], [-0.505, -1.205, -0.668], [0.935, -1.581, 0.422], [0.021, 0.643, 2.976]]}

Entry 5:
{"formula": "C3H4FNO2", "method": "ωB97M-V/def2-TZVPD", "total_charge": 0, "smiles": "FCC1=NOCO1", "e_lumo_ev": 0.81, "e_above_lowest_kcal_mol": 59.61, "largest_force_ev_per_a": 2.02, "elements": ["C", "C", "C", "H", "H", "H", "H", "N", "O", "O", "F"], "positions_angstrom": [[-1.789, 0.304, 0.122], [-0.354, -0.151, 0.064], [1.842, 0.110, -0.138], [-2.054, 0.646, 1.153], [-2.059, 1.131, -0.599], [2.524, 0.348, 0.648], [2.310, 0.210, -1.155], [0.054, -1.361, 0.050], [1.439, -1.276, 0.068], [0.623, 0.800, -0.016], [-2.536, -0.761, -0.198]]}

Entry 6:
{"formula": "C3H4FNOS", "method": "ωB97M-V/def2-TZVPD", "total_charge": 0, "e_lumo_ev": -0.25, "e_above_lowest_kcal_mol": 95.23, "largest_force_ev_per_a": 6.49, "elements": ["C", "C", "C", "H", "H", "H", "H", "N", "O", "F", "S"], "positions_angstrom": [[0.505, -1.278, 0.366], [1.514, -0.044, 0.315], [0.362, 0.903, -0.082], [-2.736, -0.874, -1.127], [0.247, -1.470, 1.470], [0.601, -2.527, -0.180], [1.786, 0.012, 1.263], [-0.466, -0.326, -0.465], [-0.057, 2.088, 0.125], [2.807, -0.310, -0.375], [-2.234, -0.266, 0.038]]}

Entry 7:
{"formula": "C3H4FNOS", "method": "ωB97M-V/def2-TZVPD", "total_charge": 0, "e_lumo_ev": -0.58, "e_above_lowest_kcal_mol": 93.32, "largest_force_ev_per_a": 9.14, "elements": ["C", "C", "C", "N", "O", "F", "S", "H", "H", "H", "H"], "positions_angstrom": [[-0.219, -0.014, 0.806], [-0.198, 0.748, -0.453], [0.690, 1.554, -0.677], [-0.383, -1.448, 1.004], [-0.457, -3.626, 0.063], [-0.869, 0.100, -1.442], [-0.544, -2.178, -0.278], [0.836, 0.217, 0.975], [-0.939, 0.643, 1.324], [1.540, 1.749, 0.095], [0.543, 2.256, -1.418]]}

Entry 8:
{"formula": "C3H4FNS", "method": "ωB97M-V/def2-TZVPD", "total_charge": 0, "smiles": "N/C=C(/F)C=S", "e_lumo_ev": -0.68, "e_above_lowest_kcal_mol": 34.88, "largest_force_ev_per_a": 5.59, "elements": ["C", "C", "C", "H", "H", "H", "H", "N", "F", "S"], "positions_angstrom": [[0.994, 1.035, 0.158], [0.931, -0.270, -0.010], [-0.215, -0.979, 0.099], [-0.055, 2.759, 0.170], [-1.038, 1.371, -0.131], [2.034, 1.393, 0.192], [-0.096, -2.102, 0.651], [-0.077, 1.790, -0.076], [2.190, -0.931, -0.129], [-1.892, -0.394, -0.042]]}

Entry 9:
{"formula": "C3H4FO2", "method": "ωB97M-V/def2-TZVPD", "total_charge": 1, "e_lumo_ev": [-7.46, -7.46], "e_above_lowest_kcal_mol": 57.20, "largest_force_ev_per_a": 8.87, "elements": ["C", "C", "C", "O", "O", "F", "H", "H", "H", "H"], "positions_angstrom": [[1.472, -0.459, -0.961], [0.263, 0.783, 0.899], [-1.480, 0.061, 0.371], [0.305, 1.671, 1.639], [1.082, 0.043, 0.119], [-1.039, -1.025, -0.226], [2.328, -1.158, -0.820], [0.968, -0.484, -1.996], [-1.970, -0.194, 1.316], [-1.930, 0.761, -0.340]]}

Entry 10:
{"formula": "C3H4FOS", "method": "ωB97M-V/def2-TZVPD", "total_charge": -1, "e_lumo_ev": 3.95, "e_above_lowest_kcal_mol": 17.01, "largest_force_ev_per_a": 4.80, "elements": ["C", "C", "C", "O", "F", "S", "H", "H", "H", "H"], "positions_angstrom": [[-1.492, -1.644, -0.343], [0.515, 0.963, -0.204], [1.361, 0.987, 0.761], [-0.600, -1.432, 0.513], [1.882, 2.171, 1.280], [-1.709, -0.869, -1.815], [0.056, 1.994, -0.474], [-2.113, -2.562, -0.237], [0.120, 0.158, -0.693], [1.980, 0.235, 1.212]]}

Entry 11:
{"formula": "C3H4HgLiO4", "method": "ωB97M-V/def2-TZVPD", "total_charge": 1, "e_lumo_ev": [-4.26, -7.35], "e_above_lowest_kcal_mol": 0.00, "largest_force_ev_per_a": 3.30, "multiplicity": 3, "elements": ["O", "C", "C", "O", "O", "C", "H", "H", "H", "H", "O", "Hg", "Li"], "positions_angstrom": [[0.824, 1.156, -0.367], [0.448, -1.647, 0.202], [-0.505, 1.060, -0.689], [0.612, -2.802, -0.147], [-0.834, -1.212, 0.185], [-1.188, 0.142, 0.348], [-0.638, 0.677, -1.712], [-0.969, 2.051, -0.533], [-2.269, 0.189, 0.171], [-0.986, 0.476, 1.376], [1.549, -0.884, 0.474], [1.691, 0.878, 1.800], [2.264, -0.084, -1.109]]}

Entry 12:
{"formula": "C3H4HgO3", "method": "ωB97M-V/def2-TZVPD", "total_charge": -1, "e_lumo_ev": [3.79, 2.31], "e_above_lowest_kcal_mol": 73.78, "largest_force_ev_per_a": 2.90, "multiplicity": 2, "elements": ["H", "Hg", "O", "C", "C", "O", "O", "C", "H", "H", "H"], "positions_angstrom": [[-0.972, -1.365, 2.708], [0.672, -2.767, -1.064], [0.008, 1.577, -0.192], [-1.180, 1.043, -0.504], [0.984, 0.481, -0.189], [-1.962, 1.588, -1.264], [-1.219, -0.240, -0.225], [0.199, -0.742, 0.145], [1.770, 0.714, 0.540], [1.485, 0.542, -1.204], [0.216, -0.830, 1.248]]}

Entry 13:
{"formula": "C3H4HgO4", "method": "ωB97M-V/def2-TZVPD", "total_charge": 1, "e_lumo_ev": [-7.45, -7.73], "e_above_lowest_kcal_mol": 159.86, "largest_force_ev_per_a": 6.27, "multiplicity": 2, "elements": ["H", "H", "C", "C", "O", "C", "O", "O", "Hg", "O", "H", "H"], "positions_angstrom": [[-1.469, 1.034, -0.369], [-1.611, -1.448, 0.600], [-1.267, -0.785, -0.212], [-0.096, 0.094, 0.043], [1.010, 0.091, -0.699], [2.170, 0.583, -0.148], [2.237, 1.520, 0.589], [3.136, -0.204, -0.557], [-4.680, 0.358, -0.992], [-2.218, 0.116, -0.562], [-0.204, -1.486, -0.399], [3.996, 0.159, -0.307]]}

Entry 14:
{"formula": "C3H4HgO4", "method": "ωB97M-V/def2-TZVPD", "total_charge": 1, "e_lumo_ev": [-3.63, -6.65], "e_above_lowest_kcal_mol": 18.99, "largest_force_ev_per_a": 5.47, "multiplicity": 2, "elements": ["C", "O", "O", "C", "O", "C", "Hg", "H", "H", "O", "H", "H"], "positions_angstrom": [[0.731, 0.592, 0.544], [1.933, 0.563, 0.742], [-0.204, 0.786, 1.479], [-1.417, 0.889, 0.833], [0.178, 0.653, -0.651], [-1.193, 0.717, -0.472], [3.305, 0.756, 2.039], [-1.817, 0.762, -1.356], [-2.312, 0.977, 1.438], [0.368, -2.018, -1.842], [-0.478, -2.000, -1.359], [0.905, -2.677, -1.394]]}

Entry 15:
{"formula": "C3H4I2O", "method": "ωB97M-V/def2-TZVPD", "total_charge": 0, "smiles": "I[C@H]1CO[C@@H]1I", "e_lumo_ev": 0.19, "e_above_lowest_kcal_mol": 22.22, "largest_force_ev_per_a": 2.55, "elements": ["C", "C", "C", "O", "I", "I", "H", "H", "H", "H"], "positions_angstrom": [[-0.690, -0.861, -0.294], [0.272, 0.255, -0.708], [0.356, 0.442, 0.937], [-0.408, -0.710, 1.094], [2.099, -0.362, -1.622], [-0.647, 2.244, 1.596], [-1.742, -0.648, -0.513], [-0.442, -1.866, -0.645], [-0.131, 1.099, -1.253], [1.333, 0.408, 1.407]]}

Entry 16:
{"formula": "C3H4IN2OP", "method": "ωB97M-V/def2-TZVPD", "total_charge": 0, "smiles": "N/P=C(I)/C=C\\N=O", "e_lumo_ev": [-0.63, -1.12], "e_above_lowest_kcal_mol": 37.26, "largest_force_ev_per_a": 4.02, "elements": ["C", "C", "C", "N", "N", "O", "P", "I", "H", "H", "H", "H"], "positions_angstrom": [[-0.298, -1.330, 0.295], [1.080, -1.564, 0.300], [-0.930, -0.149, 0.210], [1.877, -0.596, 0.011], [-0.624, 2.437, -0.405], [3.091, -0.492, 0.047], [-0.279, 1.442, 0.828], [-3.000, -0.282, -0.095], [-0.981, -2.307, 0.260], [1.535, -2.612, 0.317], [-1.247, 2.124, -1.171], [-0.224, 3.327, -0.598]]}

Entry 17:
{"formula": "C3H4IN2P", "method": "ωB97M-V/def2-TZVPD", "total_charge": 0, "e_lumo_ev": -0.99, "e_above_lowest_kcal_mol": 70.45, "largest_force_ev_per_a": 5.76, "elements": ["C", "C", "C", "N", "N", "P", "I", "H", "H", "H", "H"], "positions_angstrom": [[-0.216, -0.398, 0.093], [1.332, 1.476, 0.064], [-0.852, -1.739, 0.521], [-0.532, 0.139, -1.104], [0.571, 0.104, 0.985], [0.203, 1.576, -1.183], [2.276, 2.974, 1.162], [-0.178, -2.536, 0.079], [-2.016, -1.701, 0.203], [-0.906, -1.957, 1.662], [0.318, 2.061, -2.481]]}

Entry 18:
{"formula": "C3H4INO2", "method": "ωB97M-V/def2-TZVPD", "total_charge": 0, "e_lumo_ev": [-0.72, -0.34], "e_above_lowest_kcal_mol": 150.12, "largest_force_ev_per_a": 4.07, "elements": ["C", "C", "C", "N", "O", "O", "I", "H", "H", "H", "H"], "positions_angstrom": [[0.278, -1.324, 0.920], [0.774, 0.569, -0.249], [-0.681, 0.861, -0.620], [-1.475, -0.699, 0.895], [1.012, -0.772, -0.074], [-1.453, 0.584, 0.533], [0.748, -3.453, 1.210], [1.486, 0.888, -1.061], [0.905, 1.178, 0.672], [-0.762, 1.961, -0.817], [-0.831, 0.208, -1.409]]}

Entry 19:
{"formula": "C3H4INS", "method": "ωB97M-V/def2-TZVPD", "total_charge": 0, "e_lumo_ev": 0.12, "e_above_lowest_kcal_mol": 80.89, "largest_force_ev_per_a": 2.19, "elements": ["C", "C", "C", "N", "S", "I", "H", "H", "H", "H"], "positions_angstrom": [[-0.056, 1.387, 0.128], [-0.609, -0.564, 1.516], [0.505, -0.641, -1.782], [-0.357, 0.581, 0.939], [-0.056, -1.811, -0.851], [2.442, 0.284, -1.665], [-0.049, 2.440, 0.111], [0.159, -0.668, 2.229], [-1.627, -0.861, 1.704], [-0.352, -0.145, -2.330]]}

Entry 20:
{"formula": "C3H4IPS", "method": "ωB97M-V/def2-TZVPD", "total_charge": 0, "smiles": "C#CI.C=PS", "e_lumo_ev": -0.01, "e_above_lowest_kcal_mol": 46.38, "largest_force_ev_per_a": 1.39, "elements": ["C", "C", "C", "P", "S", "I", "H", "H", "H", "H"], "positions_angstrom": [[1.015, 0.766, 1.392], [1.462, -0.027, 0.598], [-0.846, 0.769, -0.973], [-2.113, 0.085, -0.200], [-1.693, -1.941, 0.131], [2.758, -1.208, -0.390], [0.747, 1.634, 1.949], [-0.301, -2.072, 0.027], [-1.057, 1.807, -1.256], [0.027, 0.186, -1.278]]}